The following is a DFT calculation (the ωB97M-V functional and the def2-TZVPD basis) of a molecular structure, C19H27BN3O2Sn at a distorted geometry.

XYZ file:
```
53
C19H27BN3O2Sn | the OMol25 dataset | the ωB97M-V functional and the def2-TZVPD basis
Sn -0.4136 0.1021 -0.4946
C 1.9029 -1.7329 -1.7856
C 1.9907 -0.3286 -2.4660
N 0.6811 0.4271 -2.4299
C -0.2733 0.1797 -3.5278
C -1.7550 0.2315 -3.0092
N -2.0121 -0.6415 -1.8111
C -1.8493 -2.1228 -1.7460
C -0.4351 -2.6170 -2.1197
N 0.5426 -1.9693 -1.2439
H 2.1278 -2.4704 -2.5799
H 2.6348 -1.7979 -0.9512
H 2.7270 0.2801 -1.9109
H 2.3284 -0.4634 -3.5236
H 0.9575 1.4075 -2.4551
H -0.2076 0.9024 -4.3502
H -0.0832 -0.7980 -3.9643
H -1.9854 1.2513 -2.6875
H -2.3773 -0.0114 -3.8678
H -2.9379 -0.3949 -1.4523
H -2.0595 -2.3927 -0.6909
H -2.6267 -2.6027 -2.3510
H -0.4253 -3.7228 -1.9574
H -0.2180 -2.3736 -3.1841
H 0.6527 -2.5591 -0.4081
C -4.3576 0.2451 2.2567
C -3.4797 1.3486 1.6940
C -3.9288 2.0927 0.5900
C -3.0804 3.0390 -0.0002
C -1.8188 3.3037 0.5783
C -1.3659 2.5825 1.6767
C -2.2226 1.6412 2.2350
H -4.4334 -0.5876 1.5095
H -5.3626 0.6014 2.5503
H -3.8932 -0.2280 3.1475
H -4.8728 1.8099 0.0975
H -3.3966 3.5785 -0.8826
H -1.1783 4.0430 0.1466
H -0.3314 2.7345 2.0494
H -1.9379 1.0969 3.1028
O 1.9313 -1.3924 1.5393
B 1.4709 -0.2770 0.7552
O 2.3342 0.8525 1.0449
C 3.0565 0.4789 2.2276
C 4.1477 1.1516 2.7932
C 5.0096 0.4210 3.5729
C 4.8156 -0.8884 3.8513
C 3.7356 -1.5846 3.3105
C 2.8198 -0.8688 2.5058
H 4.3528 2.1954 2.6609
H 5.9584 0.8253 3.9610
H 5.5816 -1.3563 4.5001
H 3.5597 -2.6415 3.4938
```

Summary:
- Orbital gap (spin up / spin down): 3.804 / 3.803 eV
- Molecular weight: 458.97 g mol⁻¹
- Relative energy (zero: lowest compared OMol25 entry of this formula, charge and spin): 12.5 kJ/mol
- Multiplicity: 1
- Charge: +3